Entry 1:
{
  "formula": "C21H20CoF6N2O2Si",
  "method": "the ωB97M-V functional and the def2-TZVPD basis",
  "multiplicity": 4,
  "relative_energy_kcal_mol": 23.1,
  "molar_mass_g_mol": 533.4,
  "gap_ha": [0.26170, 0.25634],
  "e_tot_ev": -90986.80411,
  "largest_force_ha_per_bohr": 0.017,
  "charge": 0,
  "lumo_ev": [-0.07, -0.16],
  "s2": 3.762,
  "elements": ["Co", "O", "C", "C", "C", "C", "C", "C", "N", "H", "H", "H", "H", "H", "H", "H", "C", "Si", "C", "C", "N", "C", "C", "C", "C", "C", "C", "F", "H", "H", "H", "H", "H", "H", "H", "H", "H", "H", "H", "H", "H", "F", "C", "C", "F", "C", "F", "C", "O", "C", "F", "C", "F"],
  "xyz": [[0.165, -0.083, 1.277], [0.294, 0.184, 3.463], [-0.771, 0.873, 4.095], [-1.502, 1.697, 3.066], [-2.457, 2.628, 3.448], [-3.080, 3.379, 2.469], [-2.719, 3.193, 1.142], [-1.763, 2.244, 0.844], [-1.177, 1.498, 1.790], [0.376, -0.717, 3.800], [-0.380, 1.537, 4.868], [-1.463, 0.173, 4.569], [-2.694, 2.760, 4.496], [-3.830, 4.111, 2.739], [-3.168, 3.773, 0.348], [-1.420, 2.049, -0.163], [-0.742, -0.256, -3.547], [-0.666, -0.612, -1.723], [-1.603, -3.351, 0.154], [-2.424, -0.551, -1.089], [0.280, 0.386, -0.708], [1.512, 0.945, -1.018], [2.059, 1.120, -2.304], [3.301, 1.701, -2.508], [4.075, 2.145, -1.443], [3.578, 1.997, -0.157], [2.343, 1.421, -0.002], [1.872, 1.275, 1.298], [-1.576, -0.825, -3.966], [0.161, -0.569, -4.073], [-0.916, 0.805, -3.748], [-2.242, -3.521, -0.710], [-1.984, -2.530, 0.757], [0.269, -4.140, -0.377], [-3.017, -1.380, -1.484], [-2.893, 0.377, -1.430], [-2.492, -0.574, 0.001], [1.491, 0.786, -3.159], [3.672, 1.801, -3.520], [5.047, 2.588, -1.605], [4.132, 2.309, 0.718], [1.820, -2.484, -3.231], [1.469, -2.436, -1.939], [2.372, -2.295, -0.975], [3.678, -2.179, -1.230], [1.938, -2.138, 0.416], [2.816, -1.516, 1.239], [0.668, -2.377, 0.762], [0.089, -1.935, 1.887], [-0.166, -3.138, -0.275], [-1.658, -4.494, 0.955], [-0.010, -2.436, -1.620], [-0.665, -3.215, -2.596]]
}

---

Entry 2:
{
  "formula": "C21H20F6N5O4PtS2",
  "method": "the ωB97M-V functional and the def2-TZVPD basis",
  "multiplicity": 5,
  "relative_energy_kcal_mol": 27.0,
  "molar_mass_g_mol": 779.6,
  "gap_ha": [0.35500, 0.17318],
  "e_tot_ev": -78930.86661,
  "largest_force_ha_per_bohr": 0.046,
  "charge": 3,
  "lumo_ev": [-8.74, -13.96],
  "s2": 6.020,
  "elements": ["Pt", "C", "C", "C", "C", "C", "C", "C", "N", "N", "C", "C", "C", "C", "C", "C", "N", "C", "C", "C", "C", "C", "C", "N", "H", "H", "H", "H", "H", "H", "H", "H", "H", "H", "H", "H", "H", "H", "H", "H", "H", "H", "H", "H", "F", "C", "F", "F", "S", "O", "O", "N", "S", "O", "O", "C", "F", "F", "F"],
  "xyz": [[0.050, 0.129, 0.019], [-1.297, -2.662, 0.683], [-1.177, -3.178, -0.746], [0.039, -2.744, -1.515], [0.756, -3.661, -2.278], [1.826, -3.230, -3.046], [2.160, -1.882, -3.067], [1.412, -1.022, -2.291], [0.395, -1.457, -1.532], [-1.694, -1.251, 0.808], [-1.755, -0.820, 2.213], [-1.864, 0.678, 2.285], [-2.453, 1.342, 3.348], [-2.535, 2.728, 3.305], [-2.046, 3.414, 2.201], [-1.454, 2.689, 1.182], [-1.375, 1.359, 1.244], [-2.941, -0.906, 0.091], [-2.751, -0.229, -1.245], [-3.767, -0.239, -2.187], [-3.609, 0.480, -3.363], [-2.438, 1.197, -3.571], [-1.460, 1.152, -2.597], [-1.627, 0.455, -1.470], [-0.354, -2.807, 1.213], [-2.054, -3.272, 1.189], [-2.061, -2.908, -1.332], [-1.177, -4.265, -0.688], [0.469, -4.703, -2.276], [2.393, -3.940, -3.635], [2.972, -1.504, -3.672], [1.623, 0.043, -2.291], [-0.864, -1.159, 2.745], [-2.618, -1.278, 2.709], [-2.846, 0.785, 4.188], [-2.988, 3.270, 4.126], [-2.117, 4.490, 2.124], [-1.047, 3.177, 0.306], [-3.520, -0.217, 0.709], [-3.555, -1.800, -0.032], [-4.678, -0.793, -2.000], [-4.392, 0.478, -4.111], [-2.282, 1.777, -4.470], [-0.526, 1.686, -2.724], [1.611, -1.956, 2.941], [2.949, -1.881, 2.865], [3.449, -3.048, 2.596], [3.437, -1.367, 3.957], [3.308, -0.759, 1.354], [2.094, -0.852, 0.552], [4.509, -1.154, 0.730], [3.403, 0.665, 2.074], [2.523, 1.995, 1.878], [1.353, 1.726, 1.049], [3.301, 3.124, 1.557], [1.792, 2.098, 3.612], [2.702, 2.160, 4.530], [1.001, 3.142, 3.633], [1.064, 0.969, 3.727]]
}

---

Entry 3:
{
  "formula": "C21H20F6N5O4RhS2",
  "method": "the ωB97M-V functional and the def2-TZVPD basis",
  "relative_energy_kcal_mol": 74.0,
  "molar_mass_g_mol": 687.5,
  "gap_ha": [0.27136, 0.27452],
  "e_tot_ev": -78708.79646,
  "largest_force_ha_per_bohr": 0.073,
  "charge": 2,
  "lumo_ev": [-8.44, -8.36],
  "elements": ["Rh", "C", "C", "C", "C", "C", "C", "C", "N", "N", "C", "C", "C", "C", "C", "C", "N", "C", "C", "C", "C", "C", "C", "N", "H", "H", "H", "H", "H", "H", "H", "H", "H", "H", "H", "H", "H", "H", "H", "H", "H", "H", "H", "H", "F", "C", "F", "F", "S", "O", "O", "N", "S", "O", "O", "C", "F", "F", "F"],
  "xyz": [[-0.023, 0.141, 0.115], [-2.105, 0.485, -2.216], [-0.990, 0.858, -3.175], [0.119, 1.700, -2.609], [0.917, 2.430, -3.483], [1.926, 3.234, -2.987], [2.086, 3.350, -1.613], [1.268, 2.602, -0.795], [0.334, 1.774, -1.292], [-1.760, -0.562, -1.232], [-2.854, -0.719, -0.254], [-2.961, 0.475, 0.640], [-4.137, 0.835, 1.273], [-4.117, 1.909, 2.151], [-2.935, 2.610, 2.345], [-1.801, 2.201, 1.668], [-1.833, 1.154, 0.844], [-1.503, -1.868, -1.876], [-0.364, -2.610, -1.246], [0.011, -3.863, -1.702], [1.060, -4.519, -1.077], [1.701, -3.909, -0.009], [1.286, -2.652, 0.385], [0.275, -2.023, -0.231], [-2.959, 0.134, -2.805], [-2.420, 1.371, -1.667], [-1.451, 1.425, -3.985], [-0.544, -0.023, -3.643], [0.725, 2.362, -4.545], [2.572, 3.777, -3.664], [2.834, 3.996, -1.177], [1.368, 2.668, 0.277], [-2.643, -1.593, 0.368], [-3.801, -0.891, -0.774], [-5.046, 0.279, 1.087], [-5.015, 2.193, 2.684], [-2.885, 3.456, 3.014], [-0.856, 2.709, 1.794], [-1.300, -1.735, -2.937], [-2.403, -2.487, -1.819], [-0.518, -4.313, -2.531], [1.374, -5.496, -1.420], [2.519, -4.390, 0.507], [1.761, -2.143, 1.209], [0.300, -2.287, 3.072], [0.556, -1.445, 4.091], [-0.582, -1.123, 4.681], [1.375, -2.009, 4.941], [1.251, 0.107, 3.327], [0.204, 0.397, 2.312], [1.424, 1.109, 4.307], [2.522, -0.462, 2.584], [2.953, 0.444, 1.368], [2.240, 0.039, 0.137], [2.939, 1.848, 1.625], [4.692, -0.137, 1.053], [5.445, 0.170, 2.079], [5.116, 0.468, -0.042], [4.654, -1.452, 0.868]]
}

---

Entry 4:
{
  "formula": "C21H20N2O",
  "method": "the ωB97M-V functional and the def2-TZVPD basis",
  "relative_energy_kcal_mol": 1.7,
  "molar_mass_g_mol": 316.4,
  "gap_ha": 0.31670,
  "e_tot_ev": -27130.74739,
  "largest_force_ha_per_bohr": 0.014,
  "charge": 0,
  "lumo_ev": 0.20,
  "smiles": "Cc1ccccc1C(=O)Nc1c2c(nc3ccccc13)CCCC2",
  "elements": ["C", "C", "C", "C", "C", "C", "C", "C", "O", "N", "C", "C", "C", "N", "C", "C", "C", "C", "C", "C", "C", "C", "C", "C", "H", "H", "H", "H", "H", "H", "H", "H", "H", "H", "H", "H", "H", "H", "H", "H", "H", "H", "H", "H"],
  "xyz": [[-1.677, -0.191, 1.796], [-0.821, -1.422, 1.835], [-1.417, -2.660, 1.615], [-0.696, -3.834, 1.706], [0.642, -3.795, 2.062], [1.252, -2.576, 2.279], [0.542, -1.387, 2.126], [1.304, -0.120, 2.343], [1.886, 0.132, 3.377], [1.352, 0.766, 1.301], [0.730, 0.679, 0.047], [-0.083, 1.693, -0.413], [-0.770, 1.502, -1.636], [-0.705, 0.412, -2.348], [0.133, -0.567, -1.953], [0.240, -1.722, -2.754], [1.137, -2.703, -2.437], [1.987, -2.555, -1.331], [1.887, -1.459, -0.519], [0.926, -0.463, -0.778], [-1.640, 2.630, -2.090], [-0.843, 3.938, -2.039], [-0.164, 4.164, -0.674], [-0.362, 2.985, 0.290], [-2.598, -0.370, 2.349], [-1.171, 0.663, 2.239], [-1.949, 0.051, 0.769], [-2.470, -2.694, 1.376], [-1.182, -4.781, 1.522], [1.206, -4.709, 2.171], [2.292, -2.528, 2.565], [1.776, 1.654, 1.541], [-0.392, -1.788, -3.626], [1.219, -3.586, -3.053], [2.730, -3.312, -1.127], [2.567, -1.331, 0.308], [-2.509, 2.703, -1.430], [-1.995, 2.433, -3.101], [-0.083, 3.901, -2.821], [-1.510, 4.769, -2.271], [-0.553, 5.067, -0.202], [0.907, 4.311, -0.823], [0.273, 3.121, 1.167], [-1.400, 2.978, 0.637]]
}

---

Entry 5:
{
  "formula": "C21H20N2OS",
  "method": "the ωB97M-V functional and the def2-TZVPD basis",
  "relative_energy_kcal_mol": 54.5,
  "molar_mass_g_mol": 348.5,
  "gap_ha": 0.33824,
  "e_tot_ev": -37963.10196,
  "largest_force_ha_per_bohr": 0.058,
  "charge": 0,
  "lumo_ev": 0.69,
  "smiles": "Oc1cccc(Cc2ccc([C@@H]3NN[C@H]4c5ccsc5C[C@@H]34)cc2)c1",
  "elements": ["O", "C", "C", "C", "C", "C", "C", "C", "C", "C", "C", "C", "N", "N", "C", "C", "C", "C", "S", "C", "C", "C", "C", "C", "C", "H", "H", "H", "H", "H", "H", "H", "H", "H", "H", "H", "H", "H", "H", "H", "H", "H", "H", "H", "H"],
  "xyz": [[3.353, -5.892, 2.494], [3.374, -4.571, 2.109], [3.401, -3.608, 3.119], [3.344, -2.255, 2.777], [3.283, -1.867, 1.432], [3.305, -2.819, 0.398], [3.243, -2.337, -1.001], [1.970, -1.444, -1.164], [0.653, -1.974, -1.072], [-0.469, -1.206, -1.228], [-0.358, 0.149, -1.477], [-1.585, 1.010, -1.598], [-1.497, 2.014, -2.674], [-2.238, 3.183, -2.272], [-2.089, 3.293, -0.818], [-3.304, 3.633, -0.056], [-4.053, 4.888, 0.112], [-5.071, 4.737, 1.048], [-5.194, 3.048, 1.670], [-3.818, 2.624, 0.666], [-3.036, 1.352, 0.492], [-1.855, 1.832, -0.342], [0.917, 0.703, -1.485], [2.084, -0.042, -1.355], [3.319, -4.187, 0.753], [2.922, -5.975, 3.324], [3.499, -3.933, 4.141], [3.288, -1.540, 3.561], [3.216, -0.794, 1.235], [4.150, -1.802, -1.284], [3.145, -3.259, -1.587], [0.615, -3.073, -0.855], [-1.452, -1.646, -1.150], [-2.457, 0.409, -1.836], [-0.515, 2.227, -2.842], [-3.233, 3.102, -2.526], [-1.255, 3.993, -0.576], [-3.808, 5.843, -0.399], [-5.736, 5.543, 1.371], [-3.716, 0.662, -0.011], [-2.756, 0.927, 1.474], [-0.989, 1.854, 0.302], [1.058, 1.775, -1.496], [3.050, 0.429, -1.408], [3.296, -5.007, 0.032]]
}

---

Entry 6:
{
  "formula": "C21H20N4O3S2",
  "method": "the ωB97M-V functional and the def2-TZVPD basis",
  "relative_energy_kcal_mol": 69.3,
  "molar_mass_g_mol": 440.5,
  "gap_ha": 0.32256,
  "e_tot_ev": -55874.17129,
  "largest_force_ha_per_bohr": 0.035,
  "charge": 0,
  "lumo_ev": -0.10,
  "smiles": "N#Cc1ccc(CSc2nnc(-c3cccc(S(=O)(=O)N4CCCCC4)c3)o2)cc1",
  "elements": ["N", "C", "C", "C", "C", "C", "C", "S", "C", "N", "N", "C", "C", "C", "C", "C", "C", "S", "O", "O", "N", "C", "C", "C", "C", "C", "C", "O", "C", "C", "H", "H", "H", "H", "H", "H", "H", "H", "H", "H", "H", "H", "H", "H", "H", "H", "H", "H", "H", "H"],
  "xyz": [[0.790, 5.917, 5.659], [0.732, 5.803, 4.520], [0.656, 5.662, 3.115], [1.744, 5.153, 2.404], [1.664, 5.017, 1.032], [0.506, 5.386, 0.355], [0.410, 5.218, -1.125], [-0.534, 3.693, -1.552], [0.727, 2.544, -1.356], [1.980, 2.767, -1.083], [2.583, 1.570, -1.052], [1.686, 0.667, -1.307], [1.881, -0.761, -1.391], [3.156, -1.293, -1.176], [3.361, -2.656, -1.263], [2.301, -3.502, -1.563], [1.045, -2.965, -1.770], [-0.349, -4.025, -2.157], [-0.992, -3.531, -3.338], [0.093, -5.392, -2.140], [-1.339, -3.677, -0.852], [-0.894, -4.306, 0.373], [-1.608, -3.662, 1.559], [-3.120, -3.783, 1.384], [-3.532, -3.168, 0.048], [-2.760, -3.838, -1.085], [0.816, -1.608, -1.691], [0.462, 1.233, -1.510], [-0.579, 5.886, 1.071], [-0.510, 6.028, 2.442], [2.641, 4.868, 2.932], [2.496, 4.611, 0.478], [1.387, 5.116, -1.591], [-0.159, 6.024, -1.587], [3.964, -0.616, -0.947], [4.347, -3.064, -1.101], [2.425, -4.570, -1.643], [0.187, -4.161, 0.441], [-1.094, -5.387, 0.346], [-1.330, -2.608, 1.608], [-1.288, -4.148, 2.481], [-3.633, -3.280, 2.205], [-3.404, -4.837, 1.402], [-3.304, -2.101, 0.052], [-4.602, -3.294, -0.118], [-2.977, -3.378, -2.049], [-3.026, -4.905, -1.137], [-0.176, -1.226, -1.869], [-1.482, 6.163, 0.546], [-1.349, 6.419, 2.998]]
}

---

Entry 7:
{
  "formula": "C21H20N4O5S",
  "method": "the ωB97M-V functional and the def2-TZVPD basis",
  "relative_energy_kcal_mol": 59.6,
  "molar_mass_g_mol": 440.5,
  "gap_ha": 0.30967,
  "e_tot_ev": -49133.79494,
  "largest_force_ha_per_bohr": 0.030,
  "charge": 0,
  "lumo_ev": 0.45,
  "smiles": "COc1ccc(CN(CC(=O)NCc2ccc3c(c2)OCO3)C(=O)c2csnn2)cc1",
  "elements": ["C", "O", "C", "C", "C", "C", "C", "N", "C", "C", "O", "N", "C", "C", "C", "C", "C", "C", "C", "O", "C", "O", "C", "O", "C", "C", "S", "N", "N", "C", "C", "H", "H", "H", "H", "H", "H", "H", "H", "H", "H", "H", "H", "H", "H", "H", "H", "H", "H", "H", "H"],
  "xyz": [[-4.240, -1.349, 1.083], [-3.481, -1.285, -0.104], [-2.166, -1.617, -0.047], [-1.513, -1.751, -1.274], [-0.189, -2.137, -1.322], [0.523, -2.388, -0.151], [1.981, -2.771, -0.184], [2.824, -1.579, -0.160], [3.271, -0.989, -1.402], [2.809, 0.465, -1.605], [3.587, 1.349, -1.903], [1.489, 0.627, -1.457], [0.842, 1.924, -1.513], [-0.399, 1.912, -0.667], [-0.302, 1.583, 0.678], [-1.422, 1.542, 1.502], [-2.632, 1.850, 0.929], [-2.737, 2.178, -0.422], [-1.637, 2.208, -1.242], [-4.044, 2.442, -0.728], [-4.763, 2.284, 0.475], [-3.878, 1.897, 1.505], [3.124, -1.041, 1.046], [2.850, -1.568, 2.104], [3.783, 0.300, 0.976], [5.111, 0.606, 0.806], [5.259, 2.304, 0.804], [3.643, 2.490, 1.041], [3.017, 1.402, 1.110], [-0.122, -2.217, 1.066], [-1.452, -1.843, 1.125], [-3.950, -0.572, 1.795], [-4.152, -2.331, 1.557], [-5.274, -1.190, 0.780], [-2.072, -1.565, -2.177], [0.286, -2.270, -2.284], [2.220, -3.353, -1.076], [2.227, -3.355, 0.707], [2.879, -1.584, -2.230], [4.365, -1.001, -1.464], [0.910, -0.155, -1.179], [1.561, 2.665, -1.149], [0.597, 2.168, -2.553], [0.672, 1.372, 1.095], [-1.342, 1.293, 2.547], [-1.731, 2.462, -2.285], [-5.246, 3.238, 0.745], [-5.536, 1.511, 0.343], [5.949, -0.047, 0.686], [0.426, -2.381, 1.980], [-1.922, -1.732, 2.089]]
}

---

Entry 8:
{
  "formula": "C21H20N6O2SZr",
  "method": "the ωB97M-V functional and the def2-TZVPD basis",
  "relative_energy_kcal_mol": 19.5,
  "molar_mass_g_mol": 511.7,
  "gap_ha": 0.16997,
  "e_tot_ev": -47212.51516,
  "largest_force_ha_per_bohr": 0.014,
  "charge": 4,
  "lumo_ev": -14.96,
  "elements": ["Zr", "C", "C", "N", "N", "C", "N", "S", "C", "C", "C", "C", "C", "N", "H", "H", "H", "H", "H", "H", "H", "H", "H", "H", "O", "C", "O", "C", "C", "C", "C", "C", "C", "N", "C", "C", "C", "C", "C", "C", "N", "H", "H", "H", "H", "H", "H", "H", "H", "H", "H"],
  "xyz": [[1.027, -0.508, -0.825], [1.618, 1.068, 3.266], [1.200, 0.835, 1.873], [1.315, -0.342, 1.280], [2.232, -1.279, 1.792], [3.448, -1.282, 1.165], [4.474, -1.834, 1.745], [3.588, -0.584, -0.419], [0.825, 1.937, 0.978], [0.574, 3.220, 1.409], [0.558, 4.271, 0.479], [0.818, 3.992, -0.846], [1.006, 2.666, -1.227], [0.990, 1.652, -0.356], [2.716, 1.078, 3.321], [1.262, 0.279, 3.934], [1.283, 2.026, 3.649], [2.178, -1.484, 2.785], [4.456, -2.228, 2.681], [5.367, -1.879, 1.263], [0.391, 3.431, 2.454], [0.378, 5.288, 0.807], [0.871, 4.781, -1.587], [1.178, 2.424, -2.270], [-5.705, 3.598, -1.093], [-4.417, 3.444, -0.882], [-3.691, 4.334, -0.538], [-3.743, 2.092, -1.032], [-2.604, 2.064, -1.835], [-1.778, 0.965, -1.794], [-2.063, -0.095, -0.930], [-3.217, -0.099, -0.163], [-4.066, 0.999, -0.230], [-1.071, -1.121, -0.893], [-1.319, -2.389, -0.853], [-0.204, -3.318, -0.906], [-0.413, -4.675, -0.933], [0.687, -5.531, -1.076], [1.947, -4.974, -1.195], [2.089, -3.594, -1.143], [1.049, -2.751, -0.992], [-6.191, 2.827, -1.415], [-2.382, 2.911, -2.472], [-0.954, 0.878, -2.507], [-3.429, -0.903, 0.533], [-4.959, 1.009, 0.382], [-2.336, -2.776, -0.855], [-1.419, -5.071, -0.855], [0.548, -6.605, -1.102], [2.821, -5.597, -1.332], [3.068, -3.150, -1.244]]
}